Record 1
DFT (ωB97M-V with the def2-TZVPD basis set) results for a cluster of 2 separate species, C3H11NOS in total at a distorted geometry.

Results
SMILES: NCCCS.O
E: -17661.344 eV
multiplicity: 1
energy relative to the best compared isomer or geometry (same formula, charge and spin): 1.077 eV
LUMO energy: 0.573 eV
Kohn-Sham gap: 9.576 eV

Each line ends with the Löwdin charge.
Positions of all 17 atoms, in Å:
1 N -1.900 0.269 -1.207  -0.005
2 C -0.559 0.096 -0.720  -0.316
3 C 0.276 1.380 -0.340  -0.274
4 C 1.442 0.958 0.508  -0.633
5 S 2.455 2.326 1.095  0.661
6 H -2.292 -0.693 -1.292  0.087
7 H -2.424 0.676 -0.465  0.051
8 H -0.036 -0.396 -1.427  0.071
9 H -0.574 -0.404 0.281  0.109
10 H -0.411 2.045 0.146  0.093
11 H 0.505 1.892 -1.305  0.122
12 H 1.140 0.318 1.303  0.054
13 H 2.138 0.306 -0.115  0.091
14 H 2.905 1.925 2.380  -0.112
15 O -1.177 -3.565 0.128  -0.051
16 H -0.288 -3.335 -0.047  0.002
17 H -1.199 -3.798 1.076  0.051

***

Record 2
DFT (ωB97M-V with the def2-TZVPD basis set) results for an isolated molecule of C5H6O.

Results
SMILES: C=C1C=CCO1
E: -7328.395 eV
multiplicity: 1
energy relative to the best compared isomer or geometry (same formula, charge and spin): 0.890 eV
LUMO energy: 1.067 eV
Kohn-Sham gap: 9.316 eV

Each line ends with the Löwdin charge.
Positions of all 12 atoms, in Å:
1 C 0.267 1.980 -0.689  0.062
2 C 0.085 0.727 -0.279  -0.390
3 C 0.129 -0.502 -1.077  -0.030
4 C -0.051 -1.544 -0.275  -0.044
5 C -0.254 -1.039 1.126  -0.169
6 O -0.160 0.383 1.021  -0.033
7 H 0.475 2.197 -1.736  0.060
8 H 0.201 2.811 0.009  0.062
9 H 0.325 -0.502 -2.149  0.121
10 H -0.068 -2.603 -0.514  0.111
11 H 0.513 -1.406 1.831  0.128
12 H -1.226 -1.292 1.556  0.122

***

Record 3
DFT (ωB97M-V with the def2-TZVPD basis set) results for a structure of composition C2H30CdF6NO19S2 at a distorted geometry.

Results
total charge: +1
E: -85486.841 eV
multiplicity: 1
energy relative to the best compared isomer or geometry (same formula, charge and spin): 0.000 eV
LUMO energy: -3.761 eV
Kohn-Sham gap: 8.112 eV

Each line ends with the Löwdin charge.
Positions of all 61 atoms, in Å:
1 Cd -17.590 -6.662 2.496  1.430
2 C -13.548 -7.931 2.290  -0.667
3 F -13.462 -7.341 3.492  0.124
4 F -12.344 -8.181 1.878  0.222
5 F -14.361 -8.953 2.394  0.153
6 S -14.330 -6.722 1.011  0.775
7 O -13.286 -5.887 0.428  -0.258
8 O -14.835 -7.615 -0.017  -0.296
9 N -15.757 -5.926 1.709  -0.403
10 S -15.729 -4.503 1.168  0.533
11 O -15.411 -4.408 -0.227  -0.244
12 O -16.971 -3.884 1.615  -0.322
13 C -14.300 -3.599 2.046  -0.650
14 F -13.453 -3.129 1.155  0.166
15 F -14.758 -2.621 2.810  0.148
16 F -13.632 -4.461 2.829  0.108
17 O -13.869 -11.079 4.519  -0.045
18 H -12.916 -11.018 4.652  0.052
19 H -14.228 -10.323 4.991  0.019
20 O -15.989 -11.228 1.643  -0.044
21 H -16.676 -11.906 1.653  0.064
22 H -15.216 -11.657 2.031  0.052
23 O -16.812 -9.287 -2.478  -0.049
24 H -16.594 -8.521 -1.935  -0.022
25 H -17.758 -9.417 -2.359  0.031
26 O -17.755 -5.071 4.006  -0.129
27 H -17.323 -5.414 4.798  0.042
28 H -17.918 -4.117 4.229  0.061
29 O -17.121 0.199 2.722  -0.056
30 H -16.353 -0.138 3.220  0.012
31 H -17.467 0.918 3.264  0.061
32 O -12.088 -1.755 -1.324  -0.044
33 H -12.650 -0.973 -1.313  0.056
34 H -11.565 -1.691 -0.517  0.048
35 O -11.875 -4.536 -1.807  -0.062
36 H -11.663 -3.595 -1.684  -0.007
37 H -11.925 -4.898 -0.917  -0.010
38 O -16.113 -6.419 -2.503  -0.049
39 H -16.376 -5.492 -2.495  0.042
40 H -15.434 -6.480 -1.817  0.001
41 O -18.723 -6.273 0.704  -0.128
42 H -19.205 -5.490 0.315  0.048
43 H -18.780 -6.951 0.017  0.072
44 O -19.607 -3.790 0.039  -0.038
45 H -20.480 -3.398 0.145  0.073
46 H -19.047 -3.314 0.678  0.040
47 O -15.556 -0.442 4.938  -0.041
48 H -15.324 0.326 5.477  0.087
49 H -14.708 -0.830 4.685  0.069
50 O -19.514 -1.267 2.873  -0.081
51 H -19.567 -1.213 3.833  0.019
52 H -18.665 -0.832 2.646  -0.006
53 O -16.315 -7.494 4.364  -0.085
54 H -15.563 -7.011 4.736  0.069
55 H -16.163 -8.417 4.606  0.073
56 O -17.458 -2.596 5.372  -0.049
57 H -17.003 -1.768 5.123  0.019
58 H -17.627 -2.483 6.314  0.064
59 O -17.111 -8.522 1.369  -0.126
60 H -16.892 -9.431 1.644  0.037
61 H -16.618 -8.383 0.536  0.038

***

Record 4
DFT (ωB97M-V with the def2-TZVPD basis set) results for an isolated molecule of C4H7N3O2S at a distorted geometry.

Results
E: -23658.453 eV
multiplicity: 1
energy relative to the best compared isomer or geometry (same formula, charge and spin): 3.195 eV
LUMO energy: 0.269 eV
Kohn-Sham gap: 9.154 eV

Each line ends with the Löwdin charge.
Positions of all 17 atoms, in Å:
1 C 1.396 1.687 -0.495  -0.450
2 C -0.109 1.627 0.021  -0.485
3 C 1.067 -0.314 -1.781  -0.393
4 C -1.323 0.386 1.732  -0.058
5 N 1.854 0.780 -1.447  0.058
6 N -0.119 0.672 0.986  -0.265
7 N 0.810 -1.229 -0.735  -0.384
8 O 2.134 2.491 -0.042  0.123
9 O -1.004 2.305 -0.309  0.149
10 S 1.108 -0.668 0.688  1.090
11 H 0.033 -0.102 -2.129  0.122
12 H 1.463 -0.923 -2.744  0.162
13 H -1.753 1.301 1.948  0.075
14 H -1.940 -0.077 1.022  0.083
15 H -0.975 -0.220 2.536  0.078
16 H 2.810 0.733 -1.472  0.114
17 H 0.279 -1.515 1.180  -0.020

***

Record 5
DFT (ωB97M-V with the def2-TZVPD basis set) results for an isolated molecule of C4H12O2P2 at a distorted geometry.

Results
SMILES: CP(C)OP(C)(C)=O
E: -27016.497 eV
multiplicity: 1
energy relative to the best compared isomer or geometry (same formula, charge and spin): 1.369 eV
LUMO energy: 0.838 eV
Kohn-Sham gap: 9.767 eV

Each line ends with the Löwdin charge.
Positions of all 20 atoms, in Å:
1 C 1.587 1.573 -0.350  -0.281
2 P 1.579 -0.277 -0.535  0.870
3 C 2.733 -0.812 0.830  -0.269
4 O 0.164 -0.524 0.404  -0.561
5 P -1.383 0.024 0.322  0.535
6 C -2.371 -1.471 0.688  -0.146
7 C -1.536 0.550 -1.467  -0.130
8 O -1.517 1.231 1.239  -0.366
9 H 1.168 1.936 -1.207  -0.037
10 H 2.528 2.127 -0.364  0.049
11 H 0.844 1.909 0.391  0.047
12 H 2.471 -1.838 1.093  0.035
13 H 2.456 -0.369 1.710  0.002
14 H 3.768 -0.769 0.576  0.028
15 H -2.089 -1.893 1.622  0.043
16 H -3.388 -1.146 0.523  0.044
17 H -2.272 -2.112 -0.216  0.063
18 H -0.805 1.343 -1.514  0.030
19 H -1.410 -0.266 -2.090  0.020
20 H -2.528 0.785 -1.656  0.024

***

Record 6
DFT (ωB97M-V with the def2-TZVPD basis set) results for a cluster of 2 separate species, C6H7Cl2N in total at a distorted geometry.

Results
SMILES: c1ccncc1.ClCCl
E: -32870.045 eV
multiplicity: 1
energy relative to the best compared isomer or geometry (same formula, charge and spin): 0.008 eV
LUMO energy: 0.806 eV
Kohn-Sham gap: 10.876 eV

Each line ends with the Löwdin charge.
Positions of all 16 atoms, in Å:
1 C 4.078 8.079 3.854  -0.065
2 C 4.865 8.482 4.910  -0.082
3 C 4.808 7.826 6.103  -0.163
4 N 4.005 6.814 6.338  0.051
5 C 3.213 6.431 5.370  -0.159
6 C 3.202 7.043 4.137  -0.072
7 H 4.094 8.580 2.901  0.107
8 H 5.639 9.206 4.722  0.103
9 H 5.567 8.004 6.862  0.112
10 H 2.665 5.514 5.574  0.111
11 H 2.659 6.645 3.290  0.102
12 Cl 7.212 3.842 8.109  0.514
13 C 5.513 4.089 7.757  -1.095
14 Cl 4.383 3.156 8.717  0.520
15 H 5.314 5.151 7.844  -0.004
16 H 5.346 3.818 6.714  0.021

***

Record 7
DFT (ωB97M-V with the def2-TZVPD basis set) results for an isolated molecule of C5H8O.

Results
SMILES: C1CC1[C@H]1CO1
E: -7360.033 eV
multiplicity: 1
energy relative to the best compared isomer or geometry (same formula, charge and spin): 2.222 eV
LUMO energy: 1.260 eV
Kohn-Sham gap: 11.380 eV

Each line ends with the Löwdin charge.
Positions of all 14 atoms, in Å:
1 C 0.168 -0.927 -1.394  -0.112
2 C 0.592 -1.667 -0.163  -0.120
3 C 0.529 -0.162 -0.150  -0.249
4 C -0.570 0.518 0.609  -0.279
5 C -0.474 1.908 1.057  -0.122
6 O -1.264 1.562 -0.068  -0.036
7 H -0.881 -0.951 -1.675  0.108
8 H 0.857 -0.869 -2.231  0.101
9 H 1.566 -2.149 -0.150  0.098
10 H -0.176 -2.204 0.390  0.101
11 H 1.478 0.369 -0.172  0.140
12 H -1.230 -0.147 1.173  0.147
13 H -1.026 2.240 1.938  0.109
14 H 0.429 2.479 0.835  0.114

***

Record 8
DFT (ωB97M-V with the def2-TZVPD basis set) results for a structure of composition C5H11NPTb at a distorted geometry.

Results
E: -38571.086 eV
multiplicity: 7
energy relative to the best compared isomer or geometry (same formula, charge and spin): 0.119 eV
LUMO energy (alpha / beta): 0.145 / 0.303 eV
Kohn-Sham gap (alpha / beta): 7.071 / 4.285 eV
expectation value of S²: 12.8024

Each line ends with the Mulliken spin population.
Positions of all 19 atoms, in Å:
1 C -0.589 0.095 -1.713  0.038
2 C -1.308 1.354 -1.521  -0.027
3 C -0.427 2.392 -1.151  0.028
4 C 0.868 1.824 -1.042  -0.014
5 C 0.859 0.407 -1.405  -0.029
6 Tb -0.070 -0.675 0.712  6.054
7 P -0.150 -3.366 0.554  0.064
8 H -0.888 -0.753 -2.351  0.008
9 H -2.374 1.454 -1.735  -0.012
10 H -0.726 3.326 -0.699  -0.008
11 H 1.691 -0.196 -1.806  -0.008
12 H 1.796 2.349 -0.822  -0.015
13 H 1.060 -4.067 0.004  -0.038
14 H -1.307 -4.003 -0.119  -0.055
15 H -0.239 -3.779 1.982  -0.031
16 N 0.379 0.750 2.570  0.185
17 H 0.009 1.718 2.435  -0.037
18 H 1.408 0.813 2.647  -0.060
19 H 0.009 0.356 3.462  -0.044

***

> energy relative to the best compared isomer or geometry (same formula, charge and spin) of number 7 (C5H8O)?

2.222 eV